A single C17H19N3OS molecule. Source: the OMol25 dataset; level of theory: ωB97M-V/def2-TZVPD.

The calculation puts the energy above the lowest of the compared OMol25 structures with the same formula, charge and spin at 43.8 kcal/mol. Its gap between HOMO and LUMO is 8.06 eV. As for the SMILES: CSc1ccc(/C=N\NC(=O)CNc2ccc(C)cc2)cc1. The LUMO energy comes out at 0.50 eV. Its electronic energy is -35289.79317 eV.

```
! RIJCOSX wB97M-V def2-TZVPD def2/J DEFGRID3
* xyz 0 1
C 1.6213 0.2859 -6.0895
H 1.6968 1.1713 -6.7132
H 1.4708 -0.5907 -6.7129
H 2.5127 0.1890 -5.4768
S 0.1715 0.5579 -5.0306
C 0.1419 -0.8493 -3.9717
C -0.8405 -0.8568 -2.9821
C -0.9310 -1.9064 -2.0982
C -0.0517 -2.9895 -2.1869
C 0.8986 -2.9895 -3.2070
C 1.0108 -1.9280 -4.0812
H 1.7729 -1.9545 -4.8436
H 1.5788 -3.8243 -3.2973
C -0.1371 -4.1388 -1.2964
N -0.4666 -4.2487 -0.0728
N -0.7087 -3.1713 0.7413
C 0.0121 -2.0184 0.8142
O 0.8793 -1.6968 0.0323
C -0.3962 -1.1425 1.9976
N 0.4695 0.0005 2.0447
C 0.1025 1.1966 2.6182
C -0.9050 1.2811 3.5793
C -1.2070 2.4926 4.1734
C -0.5227 3.6522 3.8414
C 0.4862 3.5636 2.8877
C 0.7941 2.3641 2.2834
H 1.5772 2.3143 1.5401
H 1.0344 4.4533 2.6110
C -0.8384 4.9608 4.5028
H -0.1140 5.1702 5.2911
H -1.8294 4.9405 4.9504
H -0.7943 5.7771 3.7842
H -1.9941 2.5322 4.9139
H -1.4517 0.3977 3.8734
H 1.0787 0.0588 1.2365
H -1.4514 -0.8548 1.8628
H -0.3177 -1.7261 2.9260
H -1.2349 -3.4523 1.5595
H 0.1116 -5.0969 -1.7430
H -1.7071 -1.9014 -1.3468
H -1.5226 -0.0227 -2.9154
*
```


A single C8H11NO6S molecule in a non-equilibrium geometry. Source: the OMol25 dataset; level of theory: ωB97M-V/def2-TZVPD.

The calculation puts the energy above the lowest of the compared OMol25 structures with the same formula, charge and spin at 0.0 kcal/mol. Its gap between HOMO and LUMO is 8.76 eV. As for the SMILES: O=c1cc(CO)n(CCS(=O)(=O)O)cc1O. The LUMO energy comes out at 0.16 eV. Its electronic energy is -33083.39098 eV.

```
! RIJCOSX wB97M-V def2-TZVPD def2/J DEFGRID3
* xyz 0 1
O -0.9866 -1.6056 -4.0464
O 3.2981 1.5126 2.7910
O 1.7572 -0.1148 3.7746
O 0.3224 -3.3041 -2.5518
O -2.5785 1.3191 0.5013
O 0.8606 2.1611 3.0643
C -0.7415 -1.2116 -2.9049
C -1.1708 0.0514 -2.3354
C -0.0433 -2.0922 -2.0451
C 0.2717 -1.7467 -0.7643
C -0.9285 0.3656 -0.9997
N -0.1793 -0.5418 -0.2451
C -1.5081 1.6388 -0.4076
C 0.1643 -0.3318 1.1747
C 1.5013 0.4313 1.1315
S 1.9454 0.9573 2.7841
H -0.0215 -3.3586 -3.4839
H -3.0445 0.4846 0.2238
H 1.2569 2.5811 3.8245
H -1.7610 0.7256 -2.9666
H 0.8467 -2.4457 -0.1935
H -1.9191 2.3046 -1.1980
H -0.7438 2.1520 0.1565
H -0.6132 0.2093 1.7026
H 0.3320 -1.2349 1.7776
H 2.2954 -0.2194 0.7195
H 1.3876 1.3127 0.5163
*
```


6 unconnected molecules or ions with the total composition C36H50N5O3S in a non-equilibrium geometry. Source: the OMol25 dataset; level of theory: ωB97M-V/def2-TZVPD.

Its gap between HOMO and LUMO is 6.13 eV. The LUMO energy comes out at -3.14 eV. Its electronic energy is -62556.42085 eV.

```
! RIJCOSX wB97M-V def2-TZVPD def2/J DEFGRID3
* xyz 1 1
C 3.2612 2.4206 -1.9686
C 1.9352 1.5331 -2.2352
O 1.0717 1.3369 -1.3458
O 1.8164 0.9742 -3.5589
C 0.3759 0.7723 -3.7828
C 0.1818 0.5756 -5.3827
C 1.1029 -0.6245 -5.9579
S 0.7021 -2.2371 -5.0932
C -1.1492 -2.5789 -5.1935
O -1.6572 -3.2399 -4.0318
C -2.1731 -2.3080 -3.0712
C -3.2818 -1.2546 -3.3195
C -3.7502 -0.3131 -2.1506
C -4.8670 0.8353 -2.3473
C -3.1624 -0.4238 -0.6926
C -2.0586 -1.4854 -0.4652
C -1.5743 -2.3927 -1.6253
C -0.4168 -3.4556 -1.3301
C -0.7741 -4.4890 -0.1309
C 0.8896 -2.5864 -0.8817
H 3.0959 3.4447 -2.4544
H 4.1668 1.9063 -2.4723
H 3.3933 2.4629 -0.8336
H 0.0017 -0.1479 -3.2051
H -0.2492 1.6830 -3.4967
H -0.9290 0.3681 -5.5677
H 0.4636 1.5389 -5.9455
H 2.2001 -0.3039 -5.8061
H 0.9551 -0.7089 -7.0953
H 1.0953 -2.0925 -3.7462
H -1.2636 -3.3259 -6.0702
H -1.7557 -1.6566 -5.4799
H -3.7597 -1.1400 -4.3543
H -5.5230 0.6615 -3.2692
H -5.5371 0.9440 -1.4126
H -4.3659 1.8671 -2.4850
H -3.5297 0.2523 0.1807
H -1.6057 -1.6071 0.5702
H -0.1338 -4.1020 -2.2313
H 0.2275 -5.0022 0.1334
H -1.1231 -3.9693 0.8234
H -1.4800 -5.3121 -0.4934
H 1.8189 -3.2373 -0.7228
H 1.0529 -1.7851 -1.7056
H 0.6822 -2.0068 0.0933
N 5.7703 -1.6245 -0.0769
C 4.4385 -1.3651 0.1123
C 4.0419 -2.0005 1.2646
C 5.1775 -2.6629 1.7931
C 6.2301 -2.4109 0.9461
H 6.3254 -1.2887 -0.8474
H 3.8892 -0.7537 -0.5882
H 3.0454 -1.9887 1.6812
H 5.2204 -3.2577 2.6939
H 7.2629 -2.7234 0.9825
N -4.5033 2.4250 1.8330
C -5.7088 1.7778 1.7594
C -6.6785 2.7138 1.4950
C -6.0347 3.9727 1.3999
C -4.6935 3.7636 1.6099
H -3.6165 1.9861 2.0211
H -5.7719 0.7093 1.9027
H -7.7339 2.5146 1.3814
H -6.5007 4.9265 1.1995
H -3.8602 4.4500 1.6212
N 2.4112 -5.0075 4.7384
C 1.9822 -3.9334 5.4711
C 1.3294 -3.0744 4.6216
C 1.3609 -3.6547 3.3293
C 2.0326 -4.8485 3.4325
H 2.9251 -5.7931 5.1037
H 2.1793 -3.8725 6.5306
H 0.8782 -2.1332 4.8998
H 0.9382 -3.2444 2.4233
H 2.2741 -5.5956 2.6913
N -3.9371 7.0232 -0.3152
C -5.0843 7.3766 -0.9750
C -5.6584 8.4232 -0.2959
C -4.8245 8.7163 0.8115
C -3.7689 7.8387 0.7726
H -3.3144 6.2805 -0.5876
H -5.3926 6.8531 -1.8674
H -6.5765 8.9234 -0.5668
H -4.9791 9.4848 1.5544
H -2.9155 7.7235 1.4238
N 5.8343 -0.7905 4.2937
C 6.8789 -0.8191 5.1787
C 6.3747 -0.5989 6.4376
C 4.9734 -0.4373 6.3080
C 4.6684 -0.5635 4.9743
H 5.9112 -0.9180 3.2965
H 7.8884 -0.9917 4.8371
H 6.9508 -0.5598 7.3504
H 4.2657 -0.2501 7.1024
H 3.7248 -0.5103 4.4522
*
```


A single C8H8N2O molecule in a non-equilibrium geometry. Source: the OMol25 dataset; level of theory: ωB97M-V/def2-TZVPD.

The calculation puts the energy above the lowest of the compared OMol25 structures with the same formula, charge and spin at 135.4 kcal/mol. Its gap between HOMO and LUMO is 9.41 eV. As for the SMILES: CC(=O)N(N)c1c#cccc1. The LUMO energy comes out at 0.38 eV. Its electronic energy is -13448.35559 eV.

```
! RIJCOSX wB97M-V def2-TZVPD def2/J DEFGRID3
* xyz 0 1
C -3.0490 1.6682 -0.2755
C -1.8050 1.5622 -0.2184
C -3.9261 0.6486 -0.0029
C -3.1714 -0.4641 0.2809
C -1.7704 -0.5538 0.2944
C -0.9658 0.4469 -0.0292
C 1.1718 1.6012 -0.0010
C 2.6739 1.4084 -0.0040
N 1.1662 -0.7322 -0.0973
N 0.4566 0.4631 -0.0246
O 0.5608 2.6388 0.1546
H -5.0741 0.5890 0.0245
H -3.6445 -1.4664 0.5158
H -1.4180 -1.6247 0.5246
H 3.0318 0.6257 0.7726
H 3.1440 2.2825 0.2537
H 3.0653 1.2136 -1.0970
H 0.9857 -1.1450 0.7493
H 0.7090 -1.3333 -0.7976
*
```